ORCA calculation (ωB97M-V with the def2-TZVPD basis set) on C25H44IrOP2 as an isolated structure at a distorted geometry.

ORCA input file:
```
! wB97M-V def2-TZVPD RIJCOSX def2/J DEFGRID3
* xyz 1 5
Ir -1.85949 -1.54008 0.09598
C -3.48400 -0.42800 2.02122
C -3.41147 0.79846 1.33934
C -3.81168 -0.84027 -0.27722
C -3.71150 -1.50204 1.06399
C -3.60186 0.58012 -0.03867
C -3.54045 -0.60617 3.48787
H -2.79214 0.00299 4.01152
H -3.36292 -1.65168 3.77184
H -4.53462 -0.32087 3.87245
C -4.40307 -2.76831 1.47114
H -4.23630 -2.95802 2.53547
H -4.00933 -3.63164 0.93507
H -5.48706 -2.70538 1.29956
C -4.68016 -1.28316 -1.41649
H -5.74416 -1.14060 -1.16528
H -4.51464 -2.32517 -1.68503
H -4.46602 -0.66322 -2.29374
C -3.75263 1.61795 -1.08155
H -4.76983 2.04200 -1.08755
H -3.56493 1.20008 -2.07803
H -3.05568 2.44912 -0.93848
C -3.17236 2.13123 1.97111
H -4.13333 2.66715 2.07097
H -2.49675 2.75835 1.36169
H -2.73036 2.03516 2.97756
C -0.11862 -1.97018 1.15420
C -0.51804 -1.00934 2.11606
C -0.02865 0.37990 2.25418
C 0.26521 1.18168 0.92969
C -0.61614 0.84936 -0.18466
C -0.53714 -0.35702 -0.94882
C 0.85341 -1.00954 -0.99813
C 1.14658 -1.75017 0.31020
H 0.87352 0.43115 2.90349
H 1.33886 1.07941 0.66899
H -0.78355 0.95824 2.82086
H 1.91252 -1.24285 0.90797
H -0.24698 -3.00671 1.50091
H -1.04874 -1.40359 2.98744
H 1.55691 -2.73769 0.07305
H 0.87554 -1.74366 -1.81118
H -1.00137 -0.24292 -1.94048
H 1.62017 -0.25225 -1.21455
H 0.13322 2.25371 1.16909
H -1.25585 1.64166 -0.57503
P 4.36795 1.05494 0.10603
C 5.27623 -0.48977 0.55662
C 5.28642 2.23383 1.19124
P 4.14221 2.39211 -2.58807
C 5.26997 1.39973 -1.48509
C 4.99734 4.02487 -2.43810
C 4.88613 1.88143 -4.19913
H 4.98044 -1.28770 -0.13714
H 4.99263 -0.78000 1.57691
H 6.36242 -0.33304 0.50148
H 6.37176 2.08004 1.11688
H 4.95878 2.05286 2.22359
H 5.03099 3.26415 0.91389
H 5.97250 2.04623 -4.20790
H 4.41378 2.46674 -4.99760
H 4.66913 0.81934 -4.36387
H 5.49110 0.43863 -1.98036
H 6.21230 1.94813 -1.29727
H 4.55754 4.69425 -3.18901
H 6.07730 3.93156 -2.61589
H 4.81384 4.44249 -1.44118
C -2.80042 -4.17975 -1.26921
C -1.65494 -3.25690 -0.92424
O -0.52932 -3.57533 -1.31359
H -2.85224 -4.25439 -2.36710
H -3.75721 -3.81325 -0.89981
H -2.63072 -5.16837 -0.82013
*
```

Energy relative to the best compared isomer or geometry (same formula, charge and spin) in kJ/mol: 0.0
DFT total energy in Eh: -1840.80829
HOMO-LUMO gap (alpha / beta) in eV: 6.344 / 4.870

Want to see where the charge sits? The Löwdin charges in e are: number 1, Ir, carries 1.49; number 2, C, carries -0.23; number 3, C, carries -0.21; number 4, C, carries -0.36; number 5, C, carries -0.38; number 6, C, carries -0.24; number 7, C, carries -0.03; number 8, H, carries 0.09; number 9, H, carries 0.08; number 10, H, carries 0.12; number 11, C, carries -0.01; number 12, H, carries 0.08; number 13, H, carries 0.06; number 14, H, carries 0.11; number 15, C, carries -0.01; number 16, H, carries 0.12; number 17, H, carries 0.06; number 18, H, carries 0.08; number 19, C, carries -0.02; number 20, H, carries 0.11; number 21, H, carries 0.09; number 22, H, carries 0.08; number 23, C, carries -0.01; number 24, H, carries 0.11; number 25, H, carries 0.09; number 26, H, carries 0.08; number 27, C, carries -0.32; number 28, C, carries -0.14; number 29, C, carries -0.15; number 30, C, carries -0.16; number 31, C, carries -0.07; number 32, C, carries -0.32; number 33, C, carries -0.18; number 34, C, carries -0.17; number 35, H, carries 0.14; number 36, H, carries 0.08; number 37, H, carries 0.09; number 38, H, carries 0.11; number 39, H, carries 0.12; number 40, H, carries 0.11; number 41, H, carries 0.12; number 42, H, carries 0.10; number 43, H, carries 0.12; number 44, H, carries 0.10; number 45, H, carries 0.12; number 46, H, carries 0.10; number 47, P, carries 0.77; number 48, C, carries -0.33; number 49, C, carries -0.32; number 50, P, carries 0.76; number 51, C, carries -0.61; number 52, C, carries -0.33; number 53, C, carries -0.34; number 54, H, carries 0.03; number 55, H, carries 0.03; number 56, H, carries 0.04; number 57, H, carries 0.04; number 58, H, carries 0.03; number 59, H, carries 0.03; number 60, H, carries 0.04; number 61, H, carries 0.03; number 62, H, carries 0.03; number 63, H, carries 0.04; number 64, H, carries 0.05; number 65, H, carries 0.03; number 66, H, carries 0.04; number 67, H, carries 0.02; number 68, C, carries -0.06; number 69, C, carries -0.45; number 70, O, carries 0.02; number 71, H, carries 0.11; number 72, H, carries 0.02; number 73, H, carries 0.10


ORCA calculation (ωB97M-V with the def2-TZVPD basis set) on C25H44N2O4SiZn as an isolated structure at a distorted geometry.

ORCA input file:
```
! wB97M-V def2-TZVPD RIJCOSX def2/J DEFGRID3
* xyz 0 1
C -1.46729 -2.30240 -1.72329
C -2.16848 -3.78375 0.39732
H -2.21231 -1.51093 -2.09445
H -1.71738 -3.49975 -2.03082
H -0.39846 -2.05160 -1.99640
H -2.44015 -3.73752 1.51677
H -3.02842 -3.97397 -0.32003
H -1.46838 -4.65881 0.32194
C -3.77456 0.16865 -1.14337
C -4.42165 1.41642 -1.09807
C -4.65792 1.98870 0.13036
C -4.21201 1.33015 1.29397
H -3.57181 -0.28904 -2.10407
H -4.71658 1.86486 -2.04733
H -5.17827 2.93808 0.23304
H -4.35019 1.74613 2.26723
N -3.38151 -0.48990 -0.04395
C -3.53971 0.07532 1.15338
C -2.99100 -0.60317 2.36186
N -2.10604 -1.59866 2.21179
C -1.52002 -2.17830 3.25728
C -2.84049 -0.87430 4.77136
C -1.87363 -1.85338 4.57942
H -0.76912 -2.93298 3.04039
H -1.38998 -2.38812 5.37614
C -3.40444 -0.24526 3.66872
H -4.18605 0.48050 3.76915
H -3.16274 -0.59346 5.77306
Zn -1.24631 -2.25046 0.09943
C 0.52688 -2.76980 1.00123
H 0.46611 -3.76692 1.44475
H 1.00114 -2.15233 1.76256
H 1.28320 -2.83771 0.22004
C 1.28358 3.22458 1.00481
C 0.46351 2.97623 -0.25165
C -0.99698 2.74951 0.07876
C 0.62026 4.14581 -1.22400
O 0.97752 1.80325 -0.91091
Si 0.94453 0.21348 -0.39295
O -0.48152 -0.32125 0.01595
O 1.61723 -0.62962 -1.67269
C 1.46793 -0.38520 -3.08254
C 0.04947 0.05177 -3.41231
C 2.46218 0.69050 -3.49537
C 1.81199 -1.69704 -3.77584
O 1.98351 0.15936 0.89547
C 3.42014 0.02759 0.96780
C 3.79701 -1.44381 0.94740
C 4.10223 0.75010 -0.18044
C 3.82116 0.63969 2.29734
H 0.93989 4.14715 1.48573
H 2.34909 3.33764 0.76216
H 1.15278 2.40609 1.72094
H -1.40816 3.64035 0.55487
H -1.58892 2.55966 -0.82252
H -1.12222 1.91985 0.77773
H 1.67138 4.29680 -1.50681
H 0.03018 3.98662 -2.13644
H 0.25903 5.06957 -0.75493
H -0.16482 1.02791 -2.96344
H 0.00257 0.16861 -4.49761
H -0.69695 -0.69259 -3.10925
H 3.49212 0.38005 -3.27466
H 2.36818 0.85823 -4.57276
H 2.23017 1.62529 -2.97591
H 2.84261 -2.00683 -3.56212
H 1.12994 -2.50440 -3.48948
H 1.72620 -1.56421 -4.85560
H 3.54549 -1.90147 -0.01496
H 4.87886 -1.54011 1.09272
H 3.29220 -1.99922 1.74589
H 3.83701 1.81231 -0.19291
H 5.18844 0.66559 -0.05621
H 3.82681 0.29362 -1.13491
H 3.57142 1.70382 2.33650
H 3.32261 0.13706 3.13141
H 4.89791 0.55139 2.45430
*
```

Energy relative to the best compared isomer or geometry (same formula, charge and spin) in kJ/mol: 233.0
DFT total energy in Eh: -3458.28921
HOMO-LUMO gap (alpha / beta) in eV: 6.443 / 7.308

Want to see where the charge sits? The Löwdin charges in e are: number 1, C, carries -0.15; number 2, C, carries -0.18; number 3, H, carries 0.02; number 4, H, carries 0.10; number 5, H, carries 0.01; number 6, H, carries 0.05; number 7, H, carries 0.05; number 8, H, carries 0.04; number 9, C, carries -0.11; number 10, C, carries -0.06; number 11, C, carries -0.06; number 12, C, carries 0.01; number 13, H, carries 0.09; number 14, H, carries 0.11; number 15, H, carries 0.11; number 16, H, carries 0.09; number 17, N, carries 0.11; number 18, C, carries -0.20; number 19, C, carries -0.17; number 20, N, carries 0.06; number 21, C, carries -0.11; number 22, C, carries -0.06; number 23, C, carries -0.03; number 24, H, carries 0.09; number 25, H, carries 0.10; number 26, C, carries 0.00; number 27, H, carries 0.09; number 28, H, carries 0.11; number 29, Zn, carries 0.54; number 30, C, carries -0.12; number 31, H, carries 0.01; number 32, H, carries 0.01; number 33, H, carries 0.02; number 34, C, carries -0.03; number 35, C, carries -0.64; number 36, C, carries -0.04; number 37, C, carries -0.03; number 38, O, carries -0.13; number 39, Si, carries 0.05; number 40, O, carries -0.25; number 41, O, carries -0.13; number 42, C, carries -0.64; number 43, C, carries -0.03; number 44, C, carries -0.03; number 45, C, carries -0.03; number 46, O, carries -0.12; number 47, C, carries -0.63; number 48, C, carries -0.04; number 49, C, carries -0.02; number 50, C, carries -0.03; number 51, H, carries 0.09; number 52, H, carries 0.08; number 53, H, carries 0.08; number 54, H, carries 0.09; number 55, H, carries 0.09; number 56, H, carries 0.07; number 57, H, carries 0.09; number 58, H, carries 0.09; number 59, H, carries 0.08; number 60, H, carries 0.09; number 61, H, carries 0.09; number 62, H, carries 0.04; number 63, H, carries 0.08; number 64, H, carries 0.09; number 65, H, carries 0.08; number 66, H, carries 0.09; number 67, H, carries 0.08; number 68, H, carries 0.09; number 69, H, carries 0.08; number 70, H, carries 0.09; number 71, H, carries 0.08; number 72, H, carries 0.08; number 73, H, carries 0.09; number 74, H, carries 0.06; number 75, H, carries 0.08; number 76, H, carries 0.09; number 77, H, carries 0.08


ORCA calculation (ωB97M-V with the def2-TZVPD basis set) on C25H44N3PTi as an isolated structure at a distorted geometry.

ORCA input file:
```
! wB97M-V def2-TZVPD RIJCOSX def2/J DEFGRID3
* xyz 2 1
C -2.76754 1.69347 0.12842
C -2.86123 -1.39359 0.49858
H -2.04887 2.44749 0.49830
H -3.35815 1.30176 0.97769
H -3.47720 2.20901 -0.53851
H -2.87509 -2.36833 -0.01495
H -2.29128 -1.51703 1.43807
H -3.90076 -1.15129 0.76396
C -1.03337 2.65676 -2.28539
C -0.95390 3.41912 -3.45242
C -0.84171 2.77396 -4.68350
C -0.81556 1.38600 -4.71399
H -1.06883 3.11375 -1.29307
H -0.98413 4.50506 -3.37712
H -0.76842 3.33714 -5.60839
H -0.68628 0.84579 -5.64616
N -1.12146 1.30486 -2.32635
C -0.99281 0.65435 -3.52579
C -1.12599 -0.80367 -3.51373
N -1.31610 -1.41309 -2.29803
C -1.48582 -2.75968 -2.25444
C -1.42711 -2.91704 -4.66017
C -1.60713 -3.52688 -3.41734
H -1.54949 -3.21758 -1.26542
H -1.84083 -4.58292 -3.32406
C -1.14497 -1.55790 -4.69902
H -0.96060 -1.04713 -5.63870
H -1.49391 -3.48532 -5.58020
Ti -1.64740 0.01587 -0.64944
C -3.83993 0.00800 -1.38362
H -3.95541 -0.96923 -1.87933
H -3.94106 0.80708 -2.13292
H -4.59918 0.14230 -0.59816
C 2.47625 -2.29572 0.57970
C 1.59995 -1.76623 1.72904
C 0.35606 -2.66353 1.78740
C 2.37911 -1.91761 3.04487
P 1.06135 0.01366 1.42780
N -0.14704 0.04171 0.36085
C 0.45651 0.79654 3.02922
C 1.60920 1.13528 3.98617
C -0.31164 2.08413 2.70447
C -0.52087 -0.14800 3.74748
C 2.47662 0.99449 0.66088
C 3.79543 0.74288 1.41062
C 2.62010 0.56905 -0.81665
C 2.20941 2.51325 0.67734
H 2.61773 -3.37389 0.75024
H 3.47618 -1.84893 0.54608
H 1.98092 -2.17921 -0.39088
H 0.70274 -3.70480 1.86618
H -0.28207 -2.46041 2.65394
H -0.24973 -2.56305 0.87831
H 3.27162 -1.28418 3.09324
H 1.76446 -1.74819 3.93504
H 2.73025 -2.95823 3.09926
H 2.26866 1.91886 3.59739
H 1.16289 1.51707 4.91717
H 2.20386 0.25596 4.25171
H -1.20542 1.85689 2.11036
H -0.61677 2.55114 3.65610
H 0.29865 2.80668 2.15551
H -1.33353 -0.46907 3.08130
H -0.03651 -1.02402 4.19616
H -0.97555 0.41720 4.57581
H 4.14612 -0.29185 1.33411
H 4.55880 1.38390 0.94176
H 3.73166 1.02862 2.46930
H 1.63480 0.53485 -1.30004
H 3.24273 1.32140 -1.32798
H 3.11279 -0.40367 -0.92596
H 1.24219 2.76017 0.22026
H 2.28098 2.95956 1.67954
H 2.99265 2.98616 0.06210
*
```

Energy relative to the best compared isomer or geometry (same formula, charge and spin) in kJ/mol: 0.0
DFT total energy in Eh: -2333.46089
HOMO-LUMO gap (alpha / beta) in eV: 6.044 / 5.883

Want to see where the charge sits? The Löwdin charges in e are: number 1, C, carries -0.15; number 2, C, carries -0.08; number 3, H, carries 0.03; number 4, H, carries 0.05; number 5, H, carries 0.04; number 6, H, carries 0.03; number 7, H, carries 0.03; number 8, H, carries 0.04; number 9, C, carries -0.08; number 10, C, carries 0.00; number 11, C, carries 0.00; number 12, C, carries 0.03; number 13, H, carries 0.11; number 14, H, carries 0.13; number 15, H, carries 0.13; number 16, H, carries 0.12; number 17, N, carries 0.01; number 18, C, carries -0.18; number 19, C, carries -0.18; number 20, N, carries 0.01; number 21, C, carries -0.08; number 22, C, carries 0.01; number 23, C, carries 0.00; number 24, H, carries 0.11; number 25, H, carries 0.13; number 26, C, carries 0.03; number 27, H, carries 0.12; number 28, H, carries 0.13; number 29, Ti, carries 0.83; number 30, C, carries -0.01; number 31, H, carries 0.06; number 32, H, carries 0.06; number 33, H, carries 0.05; number 34, C, carries -0.08; number 35, C, carries -0.59; number 36, C, carries -0.08; number 37, C, carries -0.07; number 38, P, carries 1.01; number 39, N, carries -0.26; number 40, C, carries -0.60; number 41, C, carries -0.06; number 42, C, carries -0.08; number 43, C, carries -0.07; number 44, C, carries -0.59; number 45, C, carries -0.07; number 46, C, carries -0.08; number 47, C, carries -0.08; number 48, H, carries 0.10; number 49, H, carries 0.07; number 50, H, carries 0.08; number 51, H, carries 0.11; number 52, H, carries 0.07; number 53, H, carries 0.05; number 54, H, carries 0.08; number 55, H, carries 0.07; number 56, H, carries 0.11; number 57, H, carries 0.07; number 58, H, carries 0.11; number 59, H, carries 0.07; number 60, H, carries 0.04; number 61, H, carries 0.11; number 62, H, carries 0.06; number 63, H, carries 0.07; number 64, H, carries 0.07; number 65, H, carries 0.11; number 66, H, carries 0.07; number 67, H, carries 0.11; number 68, H, carries 0.07; number 69, H, carries 0.05; number 70, H, carries 0.10; number 71, H, carries 0.07; number 72, H, carries 0.07; number 73, H, carries 0.08; number 74, H, carries 0.10